A structure of composition C3H11N3O2. Source: OMol25; level of theory: wB97M-V/def2-TZVPD.

Output
energy above the lowest of the compared OMol25 structures with the same formula, charge and spin = 814.26 kJ/mol
largest force on an atom = 0.0565 hartree/bohr
E_LUMO (spin up / spin down) = 0.19 / 0.78 eV
HOMO-LUMO gap (spin up / spin down) = 7.18 / 8.74 eV

Geometry as XYZ:
```
19
Properties=species:S:1:pos:R:3:nbo_charge:R:1
C 1.0022 -0.8737 0.4894 -0.170
C 1.3564 -1.1912 -0.9367 -0.671
N -1.4768 -0.7783 -0.3426 0.030
N -2.2902 -0.5736 0.6435 -0.564
O -1.6988 0.2324 -1.2730 -0.564
H -1.0369 0.0609 -1.9587 0.470
H -2.1935 -1.3471 1.2965 0.359
H -1.9033 0.3713 1.3056 0.376
H 1.8689 -0.5554 1.0595 0.197
H 0.4831 -1.6617 1.0241 0.207
H 0.5598 -1.7304 -1.4491 0.226
H 1.6160 -0.2954 -1.5061 0.215
H 2.2411 -1.8361 -0.9675 0.235
C 0.4606 1.8969 0.1100 -0.462
N 0.2140 0.7789 1.0153 -0.017
O -0.7873 0.9523 1.8199 -0.479
H 1.2454 1.6632 -0.6067 0.191
H -0.4592 2.1366 -0.4288 0.212
H 0.7985 2.7503 0.7053 0.212
```



A cluster of 2 separate species, C3H11N3O2 in total. Source: OMol25; level of theory: wB97M-V/def2-TZVPD.

Output
energy above the lowest of the compared OMol25 structures with the same formula, charge and spin = 432.20 kJ/mol
largest force on an atom = 0.0259 hartree/bohr
E_LUMO = 0.79 eV
HOMO-LUMO gap = 8.37 eV

Geometry as XYZ:
```
19
Properties=species:S:1:pos:R:3:nbo_charge:R:1
C -0.1421 -1.5290 -1.8448 -0.431
N 0.3682 -0.5935 -0.8706 -0.435
O 0.8694 0.5367 -1.6239 -0.642
H 1.8233 0.4298 -1.7645 0.451
H 0.9982 -0.1456 0.5815 0.473
H -0.9410 -1.0736 -2.4476 0.182
H -0.5579 -2.3926 -1.3170 0.183
H 0.6319 -1.9118 -2.5269 0.180
C 0.7941 1.9729 1.2111 -0.422
N 0.4402 0.5427 1.2619 -0.664
C -0.9622 0.1240 0.4980 0.813
N -1.4257 -1.0471 1.1138 -0.888
O -1.6845 1.0056 0.0998 -0.653
H 0.3355 0.2302 2.2254 0.404
H -0.8031 -1.8395 1.0267 0.381
H -2.3657 -1.2657 0.8137 0.401
H 0.7275 2.2981 0.1771 0.252
H 1.8076 2.0999 1.5901 0.202
H 0.0865 2.5587 1.7962 0.215
```



A cluster of 2 separate species, C3H11N3O2S in total. Source: OMol25; level of theory: wB97M-V/def2-TZVPD.

Output
energy above the lowest of the compared OMol25 structures with the same formula, charge and spin = 119.75 kJ/mol
largest force on an atom = 0.0866 hartree/bohr
E_LUMO = 0.78 eV
HOMO-LUMO gap = 9.61 eV

Geometry as XYZ:
```
20
Properties=species:S:1:pos:R:3:nbo_charge:R:1
C 3.3625 0.4958 -0.4045 -0.428
C 1.9960 -1.3631 0.0062 -0.435
C -3.1575 0.3074 0.3255 0.321
N -2.3397 0.5194 -0.6098 -0.767
N -4.4362 -0.1230 0.1858 -0.828
N 2.4165 -0.1318 0.4392 -0.632
O 0.2899 0.1327 1.8286 -0.959
O 0.3891 1.3570 -0.4097 -0.974
S 1.1939 0.9709 1.0419 1.640
H 3.3826 1.6045 -0.3236 0.213
H 4.2548 -0.0591 -0.0945 0.206
H 2.9964 0.2532 -1.3973 0.184
H 1.3576 -1.7108 0.7956 0.233
H 1.4195 -1.3611 -0.9515 0.175
H 2.8760 -2.1239 -0.0613 0.197
H -2.9806 0.3574 1.3688 0.173
H -2.6600 0.5671 -1.5721 0.359
H -0.5530 0.9840 -0.4645 0.527
H -4.8153 -0.6596 -0.6944 0.407
H -4.9924 -0.0172 0.9916 0.389
```



A cluster of 2 separate species, C3H11N3OS in total. Source: OMol25; level of theory: wB97M-V/def2-TZVPD.

Output
energy above the lowest of the compared OMol25 structures with the same formula, charge and spin = 660.72 kJ/mol
largest force on an atom = 0.0790 hartree/bohr
E_LUMO (spin up / spin down) = -0.58 / -0.54 eV
HOMO-LUMO gap (spin up / spin down) = 7.68 / 7.75 eV

Geometry as XYZ:
```
19
Properties=species:S:1:pos:R:3:nbo_charge:R:1
C 0.5025 -2.8118 -0.0178 -0.586
C 0.6043 2.4257 0.5751 -0.419
C 0.8807 0.5973 -1.0925 -0.445
N -0.1982 -2.0436 -0.8685 -0.213
N -2.3495 0.2546 0.0654 -1.090
N 0.1419 1.2318 -0.1377 -0.667
O -0.8243 0.4773 2.0772 -0.961
S -0.8169 0.1066 0.6547 1.645
H 0.4952 -3.9272 -0.4192 0.245
H 0.1086 -2.9083 1.0244 0.230
H 1.5659 -2.3470 0.2410 0.210
H 1.1590 2.0797 1.5871 0.206
H 1.3817 2.9436 -0.0622 0.213
H -0.2551 3.0758 0.7576 0.217
H 0.7573 0.9454 -2.1313 0.182
H 1.9426 0.4421 -0.9299 0.177
H 0.5521 -0.4482 -1.1632 0.249
H -2.4761 -0.2639 -0.7906 0.399
H -3.1718 0.1703 0.6304 0.409
```



A cluster of 2 separate species, C3H11N3S in total. Source: OMol25; level of theory: wB97M-V/def2-TZVPD.

Output
energy above the lowest of the compared OMol25 structures with the same formula, charge and spin = 29.48 kJ/mol
largest force on an atom = 0.0390 hartree/bohr
SMILES = N=C(N)N.CCS
E_LUMO = 0.68 eV
HOMO-LUMO gap = 9.72 eV

Geometry as XYZ:
```
18
Properties=species:S:1:pos:R:3:nbo_charge:R:1
C 2.2389 0.2689 -1.5232 -0.623
C 1.8119 -0.7164 -0.4355 -0.484
S 0.5458 -1.8697 -1.1751 -0.107
H 1.3620 0.8589 -1.7775 0.213
H 2.5649 -0.1745 -2.4777 0.208
H 3.0146 0.9440 -1.1736 0.214
H 2.6285 -1.3253 -0.1322 0.207
H 1.4044 -0.2498 0.4970 0.247
H 1.1251 -2.2061 -2.3402 0.130
N -1.3549 -0.4117 1.7828 -0.849
C -1.8844 0.8057 1.2372 0.569
N -1.5918 0.9246 -0.1237 -0.843
N -2.5233 1.7156 1.9193 -0.752
H -1.6791 -0.4349 2.7494 0.368
H -1.7983 -1.2011 1.3197 0.375
H -1.1886 0.1084 -0.5676 0.401
H -2.0666 1.6156 -0.6631 0.404
H -2.6091 1.3478 2.8841 0.322
```



A cluster of 2 separate species, C3H11N3S in total. Source: OMol25; level of theory: wB97M-V/def2-TZVPD.

Output
energy above the lowest of the compared OMol25 structures with the same formula, charge and spin = 433.24 kJ/mol
largest force on an atom = 0.0540 hartree/bohr
net charge = +1
2S+1 = 2
E_LUMO (spin up / spin down) = -8.65 / -6.19 eV
HOMO-LUMO gap (spin up / spin down) = 4.44 / 6.59 eV

Geometry as XYZ:
```
18
Properties=species:S:1:pos:R:3:nbo_charge:R:1
C -1.2859 0.5231 1.9254 -0.604
C 0.0466 0.0582 2.4921 -0.603
S 1.4306 0.6199 1.5286 0.158
H -1.4841 0.1003 0.9339 0.174
H -1.3220 1.6015 1.7404 0.219
H -2.1017 0.2672 2.6050 0.242
H 0.0079 -1.0352 2.5345 0.250
H 0.1665 0.4388 3.5076 0.239
N 0.7231 0.3775 -1.7720 -0.761
C -0.2938 -0.5576 -1.7455 0.146
N -1.6343 0.1076 -1.9323 -0.531
N -0.0804 -1.8436 -2.2740 -0.301
H 1.2078 0.4600 -0.8648 0.421
H 1.3888 0.3984 -2.5411 0.431
H -2.0713 0.0456 -2.8551 0.413
H -1.6120 1.0865 -1.6363 0.418
H -0.3477 -1.1426 -0.8022 0.332
H -0.8460 -2.4969 -2.1066 0.357
```



A cluster of 2 separate species, C3H11N3S2 in total. Source: OMol25; level of theory: wB97M-V/def2-TZVPD.

Output
energy above the lowest of the compared OMol25 structures with the same formula, charge and spin = 0.00 kJ/mol
largest force on an atom = 0.0234 hartree/bohr
SMILES = N=C(N)N.CCSS
E_LUMO = 0.54 eV
HOMO-LUMO gap = 9.66 eV

Geometry as XYZ:
```
19
Properties=species:S:1:pos:R:3:nbo_charge:R:1
C -0.6561 2.8951 1.7180 -0.627
C -1.2000 1.4765 1.8206 -0.521
S -1.6569 0.8835 0.1613 0.068
S -2.1635 -1.0690 0.5349 -0.141
H -1.4539 3.5989 1.4759 0.215
H 0.1190 2.9936 0.9589 0.215
H -0.2435 3.2295 2.6692 0.223
H -2.0925 1.4441 2.4431 0.217
H -0.4646 0.7999 2.2519 0.213
H -1.0053 -1.6674 0.2242 0.145
N 1.3615 -2.0699 -0.4998 -0.857
C 1.2247 -1.7284 -1.8493 0.568
N 0.8442 -0.4135 -2.0193 -0.838
N 1.4289 -2.4813 -2.8550 -0.753
H 1.8886 -2.9206 -0.3510 0.385
H 1.7370 -1.2994 0.0505 0.383
H 0.2543 -0.0464 -1.2685 0.381
H 0.3669 -0.2042 -2.8853 0.396
H 1.7112 -3.4210 -2.5801 0.330
```



The ion C3H11N4 with charge +1. Source: OMol25; level of theory: wB97M-V/def2-TZVPD.

Output
energy above the lowest of the compared OMol25 structures with the same formula, charge and spin = 388.21 kJ/mol
largest force on an atom = 0.1123 hartree/bohr
net charge = +1
SMILES = CN(C)N/[NH+]=C\N
E_LUMO = -4.01 eV
HOMO-LUMO gap = 9.17 eV

Geometry as XYZ:
```
18
Properties=species:S:1:pos:R:3:nbo_charge:R:1
C 0.0437 -0.3811 -2.6146 0.392
C -1.1418 0.5902 1.8352 -0.442
C 0.7575 -0.6331 1.4999 -0.457
N 1.3769 -0.4404 -2.5714 -0.701
N -0.6149 0.2675 -1.5876 -0.352
N -0.4002 -0.1489 0.8135 -0.265
N 0.0953 0.6504 -0.5545 -0.381
H -0.5636 -0.7761 -3.4790 0.255
H -1.4681 -0.2245 2.5057 0.244
H -0.5413 1.4059 2.2960 0.187
H -2.0090 1.0708 1.5143 0.209
H 1.3244 -1.4290 1.0882 0.210
H 1.5208 0.1136 1.6661 0.188
H 0.5436 -1.0550 2.5981 0.239
H 2.0221 -0.8600 -3.2122 0.446
H -1.5812 0.3199 -1.6992 0.404
H 1.7482 -0.0944 -1.7173 0.436
H 0.1236 1.7083 -0.4080 0.387
```



A cluster of 2 separate species, C3H11N4 in total. Source: OMol25; level of theory: wB97M-V/def2-TZVPD.

Output
energy above the lowest of the compared OMol25 structures with the same formula, charge and spin = 94.20 kJ/mol
largest force on an atom = 0.0489 hartree/bohr
net charge = +1
E_LUMO = -3.72 eV
HOMO-LUMO gap = 8.69 eV

Geometry as XYZ:
```
18
Properties=species:S:1:pos:R:3:nbo_charge:R:1
N 1.0295 -2.1368 2.0081 -0.700
C 0.3752 -1.0073 1.7615 0.384
N -0.3537 -0.3262 2.6378 -0.700
H 0.9661 -2.5989 2.8987 0.424
H 1.4714 -2.6118 1.2479 0.446
H 0.3575 -0.6690 0.6987 0.264
H -0.8707 0.4493 2.3341 0.430
H -0.4960 -0.6525 3.5583 0.420
C 0.1344 2.3127 -1.9907 -0.420
N -0.0870 0.9125 -2.2953 -0.580
C -0.6736 0.0768 -1.4130 0.292
N -0.4653 -1.2128 -1.3271 -0.771
H 0.2551 2.8972 -2.9278 0.230
H -0.7500 2.7239 -1.4504 0.210
H 1.0439 2.5052 -1.3975 0.192
H 0.5941 0.4434 -2.8934 0.408
H -1.3403 0.5246 -0.7010 0.136
H -1.1908 -1.6304 -0.7489 0.336
```



A cluster of 2 separate species, C3H11N4O in total. Source: OMol25; level of theory: wB97M-V/def2-TZVPD.

Output
energy above the lowest of the compared OMol25 structures with the same formula, charge and spin = 751.68 kJ/mol
largest force on an atom = 0.0440 hartree/bohr
net charge = +1
E_LUMO (spin up / spin down) = -4.58 / -3.88 eV
HOMO-LUMO gap (spin up / spin down) = 8.30 / 8.77 eV

Geometry as XYZ:
```
19
Properties=species:S:1:pos:R:3:nbo_charge:R:1
C 1.5867 -0.5606 0.1027 0.528
C -1.0223 -0.1840 -1.9185 -0.503
C -1.6976 -0.3945 1.5660 -0.264
N 1.9997 0.5735 0.4396 -0.422
N 2.0241 -1.7659 -0.0308 -0.798
N -0.9008 -0.7053 -0.6055 -0.049
N 1.0438 1.6921 0.4267 -0.541
O -1.4001 0.2178 0.3234 -0.426
H -0.2807 -0.6611 -2.5550 0.232
H -2.0156 -0.4668 -2.2944 0.248
H -0.9496 0.9073 -1.9805 0.195
H -2.1084 0.3994 2.1887 0.213
H -0.7892 -0.8120 2.0117 0.185
H -2.4340 -1.1894 1.4391 0.215
H 2.9845 -2.0303 0.1696 0.423
H 1.3900 -2.4881 -0.3407 0.438
H 1.2593 2.3074 -0.3716 0.434
H 1.1817 2.2193 1.3006 0.440
H 0.0576 1.3375 0.3625 0.451
```